Record 1
DFT (ωB97M-V with the def2-TZVPD basis set) results for a cluster of 2 separate species, C4H14N2OS in total at a distorted geometry.

Each line ends with the Löwdin charge.
Cartesian coordinates (Å):
C  -0.07310  -1.05052  -1.63015  -0.15
N  -0.10549  0.47314  -1.24827  -0.08
C  1.08105  0.90916  -0.50786  -0.35
C  1.07628  0.53617  0.97085  -0.57
S  2.42054  1.47875  1.75781  0.70
C  -0.41981  -2.04260  -0.47286  -0.27
N  -1.65464  -2.80431  -0.64152  -0.01
H  0.72581  -1.25769  -2.17679  0.03
H  -0.94466  -1.14565  -2.51763  0.16
H  -0.91102  0.67426  -0.60909  0.08
H  1.97471  0.44072  -0.97472  0.12
H  1.30025  1.99258  -0.70238  0.10
H  1.35567  -0.49818  1.01574  0.05
H  0.19050  0.54428  1.53953  0.05
H  2.38966  2.74462  1.31637  -0.15
H  -0.46561  -1.51409  0.50856  0.10
H  0.32707  -2.83291  -0.38177  0.10
H  -2.46239  -2.27245  -0.40875  0.05
H  -1.86181  -3.16727  -1.52802  0.04
H  -4.19312  1.66884  -0.36540  0.10
H  -2.95431  0.95496  0.03657  -0.04
O  -3.85812  0.77660  0.02393  -0.07

Summary:
LUMO level (eV): 0.539
HOMO-LUMO gap (eV): 9.40
Charge: 0

Record 2
DFT (ωB97M-V with the def2-TZVPD basis set) results for a structure of composition C27H28N9O3S5Ti at a distorted geometry.

Each line ends with the Mulliken spin population.
Cartesian coordinates (Å):
Ti  -0.30465  0.31775  -0.45635  1.14
N  1.23871  2.45452  -4.19236  0.01
C  0.58200  1.68993  -3.24016  0.04
S  -0.12501  2.55625  -1.89984  -0.03
N  0.52865  0.41826  -3.47174  -0.01
N  -0.16294  -0.27121  -2.47023  0.19
C  -0.58239  -1.45571  -2.85263  0.13
C  -1.29522  -2.20184  -1.89493  0.15
C  -1.89418  -3.45426  -2.14302  -0.02
C  -2.65127  -4.04506  -1.17611  0.09
C  -2.82450  -3.37441  0.05902  0.07
C  -2.18913  -2.18007  0.24696  0.03
N  -1.40268  -1.58693  -0.67712  0.10
H  1.56307  3.34517  -3.85917  0.00
H  1.88423  1.93326  -4.76477  0.00
H  -0.39308  -1.80965  -3.85887  0.03
H  -1.73860  -3.92266  -3.10582  0.00
H  -3.11726  -5.00613  -1.35203  0.01
H  -3.43174  -3.78915  0.85066  0.00
H  -2.29340  -1.64344  1.18269  0.02
O  -3.00912  4.68965  1.83036  0.00
C  -3.92045  3.99721  1.12347  0.00
C  -5.20832  4.53287  1.03900  0.00
C  -6.19593  3.86506  0.34439  0.00
C  -5.93037  2.65209  -0.28640  0.00
C  -4.65522  2.12529  -0.21064  0.00
C  -3.63974  2.77776  0.48578  -0.01
C  -2.28975  2.14483  0.50762  0.01
O  -2.12321  1.05727  -0.11935  -0.04
N  -1.35335  2.75394  1.20530  0.01
N  -0.15545  2.00998  1.21141  -0.05
C  0.77134  2.61074  1.85634  0.04
S  2.19020  1.73924  2.41501  0.01
C  3.17900  3.22736  2.57845  0.00
C  2.29909  4.30510  3.20166  0.00
S  0.67682  4.27856  2.39243  0.01
H  -2.16697  4.16840  1.79934  0.00
H  -5.39894  5.47614  1.53275  0.00
H  -7.18835  4.29644  0.28850  0.00
H  -6.70498  2.13104  -0.83211  0.00
H  -4.40600  1.19262  -0.69930  0.00
H  3.53250  3.54192  1.59408  0.00
H  4.04255  3.00181  3.20291  0.00
H  2.73086  5.29316  3.04267  0.00
H  2.17942  4.13628  4.27184  0.00
C  0.94655  -2.12383  3.84929  0.01
C  0.00259  -1.10695  3.86877  -0.01
C  -0.33510  -0.49767  2.67469  0.02
N  0.20535  -0.84284  1.49861  -0.06
C  1.07528  -1.85514  1.48562  0.06
C  1.48311  -2.51374  2.63670  0.01
H  1.25147  -2.60761  4.76884  0.00
H  -0.46614  -0.77713  4.78509  0.00
H  -1.06358  0.30439  2.64891  0.00
H  1.44313  -2.19132  0.52627  -0.02
H  2.20254  -3.31456  2.54651  0.00
N  3.90150  -0.36993  -1.34290  0.00
C  4.05060  0.98508  -1.15772  0.00
C  2.82414  1.43834  -0.79004  0.02
N  1.93211  0.38723  -0.74334  0.00
C  2.62715  -0.67799  -1.09610  0.07
H  4.58916  -1.09978  -1.51687  0.00
H  4.98743  1.49029  -1.30217  0.00
H  2.49124  2.44821  -0.62426  0.00
H  2.27394  -1.69385  -1.22444  -0.01
C  2.88398  -6.63771  -2.50090  0.00
O  3.87589  -5.70143  -2.09457  0.00
C  3.50730  -4.55354  -1.48878  0.00
S  4.84677  -3.58153  -1.08085  0.00
S  1.86763  -4.24972  -1.20209  0.00
H  3.44672  -7.45162  -2.95678  0.00
H  2.19622  -6.19092  -3.21963  0.00
H  2.30683  -6.99409  -1.64755  0.00

Summary:
LUMO level (spin up / spin down) (eV): 1.936 / 1.930
Multiplicity: 3
⟨S²⟩: 2.02
HOMO-LUMO gap (spin up / spin down) (eV): 5.06 / 6.54
Charge: -1

Record 3
DFT (ωB97M-V with the def2-TZVPD basis set) results for the ion C9H13INS with charge +1 at a distorted geometry.

Each line ends with the Löwdin charge.
Cartesian coordinates (Å):
C  0.51696  -0.83159  0.04088  -0.04
C  1.76486  -0.53174  -0.25544  -0.18
C  4.05724  -0.63882  -0.20121  -0.40
C  1.32040  -1.82019  -0.90062  -0.79
C  0.89455  -1.84259  -2.32957  -0.09
C  -1.93737  1.45507  1.77252  -0.11
C  2.82427  1.49512  0.29104  0.00
C  -0.75940  -0.56664  0.58870  -0.12
C  -0.69852  0.60030  1.64801  -0.21
N  3.01333  0.06065  -0.08336  -0.21
S  2.15228  -3.23243  -0.42286  0.90
I  5.92512  0.23390  0.24036  1.03
H  0.21846  -1.13036  -2.47540  0.04
H  0.43197  -2.77221  -2.57852  0.08
H  1.72305  -1.67412  -2.99922  0.10
H  -2.64865  1.57951  0.98800  0.06
H  -1.63670  2.47727  2.03993  0.08
H  -2.52527  1.21387  2.69618  0.09
H  2.24237  1.57797  1.22815  0.11
H  2.33193  1.93344  -0.66306  0.15
H  3.89545  1.90230  0.37854  0.03
H  -1.22289  -1.47746  0.80885  0.12
H  -1.53069  -0.14029  -0.08697  0.15
H  0.19033  1.13347  1.39750  0.06
H  -0.55516  0.17400  2.72316  0.15

Summary:
LUMO level (spin up / spin down) (eV): -5.789 / -7.139
HOMO-LUMO gap (spin up / spin down) (eV): 6.90 / 5.41
Charge: +1

Record 4
DFT (ωB97M-V with the def2-TZVPD basis set) results for an isolated molecule of C3H2BrNOS at a distorted geometry.

Each line ends with the Löwdin charge.
Cartesian coordinates (Å):
C  -0.25816  -1.34671  -0.07886  -0.12
C  -1.25218  0.63650  0.24424  -0.22
C  1.01419  -0.30841  -0.16318  -0.79
N  -1.39730  -0.61742  0.01487  -0.04
O  0.76372  2.40037  -0.41548  -0.52
S  0.51689  1.36083  0.53642  0.88
Br  2.75547  -0.99470  0.01871  0.67
H  -0.11223  -2.41325  -0.31572  0.10
H  -2.03041  1.28278  0.15900  0.05

Summary:
LUMO level (spin up / spin down) (eV): -1.520 / -1.413
HOMO-LUMO gap (spin up / spin down) (eV): 7.46 / 7.56
Charge: 0

Record 5
DFT (ωB97M-V with the def2-TZVPD basis set) results for an isolated molecule of C4H7N3 at a distorted geometry.

Each line ends with the Löwdin charge.
Cartesian coordinates (Å):
C  -0.09782  -0.91404  0.11417  -0.01
C  -0.60658  1.24401  0.21778  -0.14
C  -1.13544  -0.07780  0.18876  -0.45
C  1.20104  -0.05730  0.20538  -0.28
N  0.74141  1.23825  0.01828  0.04
N  -2.48262  -0.38289  0.10861  0.06
N  2.48333  -0.59950  0.23118  0.07
H  -0.05870  -1.98433  0.25964  0.08
H  -1.13622  2.21862  0.25133  0.11
H  1.33560  2.04726  -0.08661  0.15
H  -2.89090  -1.15813  0.67358  0.10
H  -2.88102  0.57761  0.18817  0.09
H  2.41323  -1.63988  0.37508  0.11
H  3.18790  -0.36002  -0.38568  0.04

Summary:
LUMO level (eV): 1.002
HOMO-LUMO gap (eV): 7.41
Charge: 0

Record 6
DFT (ωB97M-V with the def2-TZVPD basis set) results for a structure of composition C44H42FN10O6Sr.

Each line ends with the Löwdin charge.
Cartesian coordinates (Å):
Sr  -0.05599  -0.47784  0.16603  1.51
O  -1.74455  0.08366  1.83471  -0.26
C  -1.26240  0.23157  3.02448  -0.41
C  -1.73482  -0.57134  4.09917  -0.06
C  -1.31111  -0.40446  5.39970  -0.12
C  -0.37689  0.57887  5.72265  -0.13
C  0.13775  1.34690  4.69535  -0.08
C  -0.24615  1.19005  3.35925  -0.14
C  0.48858  2.00879  2.39386  -0.11
N  0.55582  1.79057  1.13846  -0.10
N  1.40458  2.62781  0.43020  0.04
C  1.60674  2.18025  -0.78841  -0.51
O  1.10769  1.14378  -1.33938  -0.23
C  2.55779  3.01018  -1.60996  -0.14
C  2.87275  2.59718  -2.89985  -0.03
C  3.74129  3.33956  -3.68860  -0.10
C  4.30474  4.50723  -3.19503  -0.12
C  3.99457  4.92555  -1.90607  -0.10
C  3.12893  4.18269  -1.11881  -0.04
H  -2.44782  -1.34851  3.84780  0.10
H  -1.71031  -1.04964  6.17572  0.09
H  -0.04373  0.72187  6.74242  0.08
H  0.89342  2.09412  4.91812  0.10
H  1.08672  2.82384  2.81277  0.11
H  2.42592  1.68095  -3.26203  0.11
H  3.98111  3.00331  -4.69052  0.09
H  4.98403  5.08743  -3.80835  0.09
H  4.43320  5.83504  -1.51253  0.09
H  2.88077  4.49084  -0.11280  0.10
C  2.78877  -8.07178  1.14711  -0.06
C  2.44836  -7.28230  2.40471  -0.19
N  1.61072  -6.12241  2.12841  -0.04
C  2.21158  -4.91714  1.91808  0.02
C  1.59961  -3.76288  1.55975  -0.01
C  2.53585  -2.54666  1.36023  -0.64
O  3.73396  -2.76652  1.56377  -0.01
O  1.98541  -1.47054  1.01463  -0.16
C  0.16735  -3.77905  1.38165  -0.31
O  -0.55436  -2.83288  1.06561  -0.09
C  -0.47302  -5.09405  1.59458  -0.06
C  -1.86041  -5.19306  1.43622  0.08
C  -2.48526  -6.39357  1.57530  -0.20
F  -3.83599  -6.44900  1.49265  0.06
C  -1.77949  -7.58639  1.83136  -0.16
C  -0.41271  -7.47524  2.03790  0.05
C  0.24767  -6.23827  1.93604  -0.14
N  -2.47608  -8.79900  1.90491  -0.08
C  -1.74648  -9.97189  2.34368  -0.15
C  -0.81997  -10.54522  1.24364  -0.20
N  -1.23831  -9.98139  -0.04078  -0.07
C  -2.68754  -10.12736  -0.17894  -0.19
C  -3.36090  -9.12545  0.77885  -0.13
H  3.42295  -8.92491  1.39348  0.08
H  3.32457  -7.43739  0.44072  0.08
H  1.89137  -8.44148  0.64807  0.05
H  3.36127  -6.90836  2.86522  0.12
H  1.95656  -7.90755  3.15177  0.11
H  3.28705  -4.87943  2.04954  0.14
H  -2.42223  -4.29118  1.22798  0.14
H  0.15959  -8.36198  2.25247  0.08
H  -2.49333  -10.72038  2.61662  0.12
H  -1.18806  -9.73897  3.24953  0.12
H  -0.89735  -11.64083  1.24989  0.11
H  0.22689  -10.29218  1.41786  0.09
H  -0.76229  -10.45575  -0.79803  0.11
H  -0.07925  -8.04835  -1.29797  0.09
H  -3.00406  -11.15550  0.04748  0.11
H  -2.98247  -9.91466  -1.20650  0.12
H  -4.30022  -9.53532  1.15765  0.12
H  -3.60095  -8.21296  0.24398  0.11
C  -7.99513  0.42062  1.13746  -0.08
C  -7.19594  1.67921  1.44504  -0.21
N  -5.82257  1.61218  0.95574  -0.05
C  -4.76579  1.50652  1.96286  -0.19
C  -4.82042  0.20261  2.73846  -0.07
C  -5.64264  1.84446  -0.36659  -0.42
O  -6.58261  2.11366  -1.10976  0.04
C  -4.25638  1.78554  -0.93342  -0.12
C  -3.82984  2.83924  -1.73129  0.00
C  -2.56847  2.78633  -2.29052  -0.04
C  -1.78355  1.66641  -2.05894  -0.12
N  -2.19862  0.62965  -1.32795  0.03
C  -3.40658  0.70076  -0.77128  -0.09
H  -9.01207  0.51282  1.52430  0.07
H  -7.53167  -0.45649  1.59038  0.06
H  -8.04956  0.27102  0.06016  0.07
H  -7.14622  1.84863  2.52153  0.11
H  -7.68312  2.54168  0.98772  0.12
H  -4.87860  2.35020  2.65306  0.12
H  -3.78871  1.60563  1.49704  0.10
H  -5.78717  0.06543  3.22914  0.07
H  -4.04209  0.20672  3.49918  0.05
H  -4.63580  -0.64749  2.08063  0.08
H  -4.48977  3.68154  -1.89585  0.12
H  -2.18159  3.59712  -2.89237  0.11
H  -0.77503  1.59454  -2.44677  0.10
H  -3.70028  -0.14242  -0.15537  0.12
N  -0.55276  -2.85212  -1.83340  0.21
C  -0.86226  -3.92247  -2.11082  -0.15
C  -1.27348  -5.23273  -2.50131  -0.22
C  -0.57467  -6.31678  -2.13154  -0.07
N  0.08224  -7.30032  -2.00031  0.26
C  -2.37987  -5.43368  -3.38044  -0.20
N  -3.26211  -5.63208  -4.09091  0.16

Summary:
LUMO level (eV): 1.462
HOMO-LUMO gap (eV): 5.52
Charge: -1

Record 7
DFT (ωB97M-V with the def2-TZVPD basis set) results for an isolated molecule of C2H2N2O2 at a distorted geometry.

Each line ends with the Löwdin charge.
Cartesian coordinates (Å):
C  0.12774  -0.31380  0.75078  -0.53
C  -0.13980  1.14880  -0.81006  -0.20
H  -0.19648  2.04378  -1.42616  0.14
H  -0.22641  -1.90927  -0.66693  0.19
N  0.06305  1.11632  0.43723  0.18
N  -0.02535  -0.91174  -0.45955  0.10
O  0.23015  -0.81581  1.83863  0.08
O  -0.20123  -0.00627  -1.51300  0.03

Summary:
LUMO level (eV): 0.646
HOMO-LUMO gap (eV): 10.92
Charge: 0

Record 8
DFT (ωB97M-V with the def2-TZVPD basis set) results for a structure of composition C3H6Cl2 at a distorted geometry.

Each line ends with the Löwdin charge.
Cartesian coordinates (Å):
Cl  0.72472  2.71107  -0.70229  0.03
H  1.67155  -1.42358  0.54563  0.09
C  0.68221  -1.13614  0.22179  0.13
H  0.32871  -1.44346  -0.75345  0.01
C  -0.15278  -0.41835  1.05625  -0.19
C  -1.42869  -0.07742  0.64323  0.18
H  0.17399  -0.13369  2.08982  0.13
H  -2.12469  0.45723  1.29117  0.10
H  -1.73453  -0.43887  -0.33767  0.10
H  0.86939  1.64081  -1.57977  -0.50
Cl  0.99010  0.26241  -2.47469  -0.07

Summary:
LUMO level (eV): -3.523
HOMO-LUMO gap (eV): 5.63
Charge: 0

For reference, calculated total energy by record: -743.6544; -4604.8387; -1100.8412; -3217.5504; -320.8226; -2831.6802; -337.3554; -1038.1763 hartree.